C4H10NO2 | ωB97M-V/def2-TZVPD

The geometry in XYZ format:
```
17
Properties=species:S:1:pos:R:3:forces:R:3
N -0.255196 1.536074 -0.757691 0.3739 0.0514 0.2276
C 1.090570 0.890718 -0.592760 0.6051 0.8546 0.0367
C 1.123927 -0.036167 0.632122 0.2276 0.2316 -0.0111
C -0.234635 -0.600186 1.064834 0.2611 -0.8668 0.4684
C -1.053391 -1.256079 -0.013875 -1.1045 1.2838 0.0211
O -1.498600 -0.617141 -0.964062 0.2918 -0.8176 -0.3546
O -1.430630 -2.477341 0.228663 0.9163 -0.9257 0.1234
H -0.275705 2.220190 -1.513284 0.0157 -0.0099 0.1242
H -0.527014 1.975127 0.121292 -0.0066 0.2955 -0.1972
H -0.938625 0.721934 -0.933431 -0.1164 0.1291 -0.2126
H 1.393696 0.457662 -1.543183 -0.4678 -0.4648 0.0434
H 1.804364 1.703111 -0.465164 0.0453 0.0089 0.1890
H 1.830322 -0.848715 0.453401 -0.1443 -0.0002 -0.1894
H 1.562945 0.507475 1.485071 -0.3582 -0.1281 -0.2633
H -0.068157 -1.364983 1.815168 0.1671 -0.0315 0.2034
H -0.857285 0.135455 1.568666 -0.1474 0.2471 -0.1595
H -1.666587 -2.947136 -0.585766 -0.5589 0.1427 -0.0496
```
Positions in Å, forces in eV/Å.

Computed properties:
* charge: +1
* Kohn-Sham gap: 12.24 eV
* LUMO level: -3.261 eV
* HOMO level: -15.501 eV
* SMILES: [NH3+]CCCC(=O)O

***

C4H10NO2S | ωB97M-V/def2-TZVPD

The geometry in XYZ format:
```
18
Properties=species:S:1:pos:R:3:forces:R:3
C 0.057081 -0.138669 0.953270 -1.2841 0.7108 -0.2003
C 0.154897 1.265447 0.286509 0.0071 -0.0913 1.4329
S -1.445626 2.106593 0.193491 -0.1911 -0.0663 -0.2596
C 1.318419 -0.926754 0.873943 -0.2124 0.0369 -0.2271
N 1.628194 -1.439587 -0.355236 0.4486 -0.2766 0.2092
C 0.778882 -1.597192 -1.512247 0.0113 0.2405 -0.0641
O 2.097941 -1.060852 1.807135 0.1539 -0.0322 0.0894
H -0.812668 -0.588804 0.472654 0.2735 -0.5045 -0.2743
H -0.299167 -0.004752 1.969318 0.4724 0.0179 0.3157
H 0.652314 1.162597 -0.656192 0.2306 0.0560 -0.7536
H 0.785334 1.869351 0.944233 0.2649 -0.0075 -0.2056
H 2.528381 -1.895334 -0.344774 -0.0828 -0.0864 -0.1028
H -0.034102 -0.891148 -1.482322 -0.3038 0.2231 0.0477
H 1.342891 -1.366948 -2.417923 0.0339 -0.1899 -0.0221
H 0.321789 -2.588583 -1.590246 0.1831 -0.0683 0.0050
H -2.125604 0.608525 -1.275141 0.0476 0.0682 0.0474
H -2.929655 -0.665808 -1.108829 0.0862 0.0569 -0.1193
O -2.354303 -0.234899 -1.752834 -0.1387 -0.0874 0.0812
```
Positions in Å, forces in eV/Å.

Computed properties:
* charge: -1
* Kohn-Sham gap: 6.66 eV
* LUMO level: 3.559 eV
* HOMO level: -3.096 eV

***

C4H10NO3 | ωB97M-V/def2-TZVPD

The geometry in XYZ format:
```
18
Properties=species:S:1:pos:R:3:forces:R:3
C -1.259486 1.196688 -0.471250 0.7925 0.6267 -0.6382
N -0.126173 0.280007 -0.447144 -2.3949 0.3157 2.1982
C 0.835551 0.680934 -1.330901 2.3171 -0.9123 -3.0942
C 0.401736 0.301847 0.913108 0.0196 1.2697 0.3861
C -0.546474 -0.421965 1.947050 0.6996 -1.5975 -0.0236
O -0.587677 -0.065324 3.134572 0.2777 0.9255 -0.3372
O -1.107778 -1.446694 1.470691 -0.0720 0.1198 -0.3683
H -2.013190 0.862201 0.274912 0.6703 0.7445 -0.2013
H -0.727383 2.301181 -0.321514 -2.0179 -2.0973 -0.2058
H -1.741829 1.067864 -1.469457 0.2711 0.6897 0.5315
H 0.573099 0.460387 -2.412449 -0.0210 0.1256 0.9499
H 1.099545 1.755089 -1.352262 0.1921 0.1047 0.5069
H 1.709445 0.023007 -1.102967 -0.1066 0.8856 -0.5189
H 0.594633 1.376693 1.238874 -0.4526 -0.7053 -0.1826
H 1.416900 -0.069592 0.794648 -0.0397 -0.8340 0.8068
H 0.557484 -2.579304 -1.039290 0.5781 -0.5359 0.9194
H 0.076150 -2.700421 0.375522 1.1730 -0.1866 -0.3142
O 0.845447 -3.022599 -0.202142 -1.8864 1.0617 -0.4146
```
Positions in Å, forces in eV/Å.

Computed properties:
* charge: -1
* Kohn-Sham gap: 8.11 eV
* LUMO level: 3.716 eV
* HOMO level: -4.398 eV

***

C4H10NO3 | ωB97M-V/def2-TZVPD

The geometry in XYZ format:
```
18
Properties=species:S:1:pos:R:3:forces:R:3
C 0.286506 -0.335363 -1.871902 -0.0265 0.3994 -0.0704
O 0.120762 -1.681684 -1.517282 -0.0992 -0.1225 0.2673
C -0.999930 0.482167 -1.735077 0.0501 -0.1322 -0.0535
N -0.661219 1.888381 -1.531878 -0.2647 0.4694 0.1173
H 1.037011 0.154361 -1.243960 0.0846 -0.0275 0.1256
H 0.654852 -0.274197 -2.900896 -0.0109 -0.1294 -0.0231
H -0.074793 -1.650110 -0.540438 0.0239 -0.1158 -0.3027
H -1.600433 0.383204 -2.640496 -0.1019 -0.0154 -0.1068
H -1.568159 0.063980 -0.903237 -0.0132 -0.0923 0.1284
H -0.228806 1.934053 -0.605904 -0.0989 -0.0106 -0.0653
H -1.523608 2.438577 -1.461783 0.4095 -0.2570 -0.0262
O -0.299765 -1.338566 1.130019 -0.1026 -0.4557 -0.1534
C 0.200962 -0.329894 1.679959 0.2297 0.1601 0.1027
O 0.117299 0.854687 1.303730 0.0069 0.2765 -0.1220
C 0.995733 -0.593143 2.965860 -0.0570 0.1308 0.2349
H 1.351867 0.345614 3.382442 0.0241 0.0574 0.0759
H 0.345465 -1.088520 3.685452 -0.0602 -0.0480 0.0946
H 1.846261 -1.253542 2.805385 0.0062 -0.0872 -0.2233
```
Positions in Å, forces in eV/Å.

Computed properties:
* charge: -1
* Kohn-Sham gap: 9.03 eV
* LUMO level: 4.224 eV
* HOMO level: -4.805 eV

***

C4H10NO3 | ωB97M-V/def2-TZVPD

The geometry in XYZ format:
```
18
Properties=species:S:1:pos:R:3:forces:R:3
O -0.465159 2.656596 2.046098 -1.1217 1.4680 1.3730
C -0.674995 2.035022 1.057908 2.9283 -2.0516 -0.9718
C 0.428167 0.976059 0.626482 -0.8617 2.8211 1.5756
C -0.237648 -0.170046 0.052634 -0.3491 -2.8123 -2.2462
C 0.806168 -0.931463 -0.897393 -1.2022 -0.9000 0.3356
O 0.429445 -2.169647 -1.315586 0.7859 -0.3935 0.8968
N 1.401909 0.796114 1.714365 -0.5780 -0.2661 0.4710
H -1.506908 2.133578 0.351249 -0.4649 0.3176 0.0575
H 0.941953 1.502872 -0.185263 0.0880 0.0640 -0.2777
H -1.127486 0.161692 -0.513950 0.3734 -0.1660 -0.1438
H -0.620418 -0.992009 0.678703 0.2652 0.5528 0.5170
H 0.970767 -0.311002 -1.805856 0.5807 0.5516 0.6172
H 1.664202 -1.097473 -0.209096 0.3834 0.8182 -0.6152
H 1.381398 -0.179433 1.959944 0.3394 -0.6480 -0.2922
H 1.030435 1.196186 2.582172 0.0374 0.5058 -0.5303
H -1.163269 -2.421889 -3.349784 1.8703 -0.5425 -4.7046
H -0.640118 -2.274493 -1.937513 -0.2366 0.2821 0.1687
O -1.548544 -2.330480 -2.556629 -2.8379 0.3986 3.7692
```
Positions in Å, forces in eV/Å.

Computed properties:
* charge: -1
* Kohn-Sham gap: 7.08 eV
* LUMO level: 3.480 eV
* HOMO level: -3.599 eV

***

C4H10NO3 | ωB97M-V/def2-TZVPD

The geometry in XYZ format:
```
18
Properties=species:S:1:pos:R:3:forces:R:3
C 2.048222 -0.796100 0.511929 -0.1056 0.6940 0.5777
N 1.416436 0.170806 -0.398187 0.3352 -0.7209 1.6679
C -0.276581 1.843459 -0.265805 0.3503 1.7638 -0.5244
C -0.034904 0.363947 -0.163494 0.0529 -1.0732 -1.0306
C -0.804161 -0.466821 -1.328735 1.8750 1.5880 -1.1362
O -2.020624 -0.336782 -1.441961 -0.9583 -0.2964 0.7530
O 0.010309 -0.957236 -2.165118 -0.7254 -0.6054 0.3988
H 1.927055 -1.851835 0.219897 0.0024 0.1498 -0.0108
H 1.653460 -0.679335 1.536145 0.0837 -0.0706 -0.2996
H 3.108052 -0.530522 0.569178 0.1163 -0.3997 0.0067
H 1.506158 -0.315486 -1.288471 -0.7353 0.4572 -0.3884
H 0.449984 2.205153 -1.002565 -0.4662 -0.0859 -0.4576
H -1.268984 2.217709 -0.519191 -0.1855 -0.5620 -0.1980
H 0.038218 2.489357 0.563816 -0.0153 -0.6947 0.6643
H -0.402787 -0.018063 0.797575 0.5853 -0.1061 0.0451
H -2.231246 -0.352866 1.270067 0.1860 -0.2069 -0.7966
H -2.433966 -1.930576 1.372910 0.0201 1.2824 -0.1357
O -2.684641 -1.054808 1.732009 -0.4154 -1.1135 0.8645
```
Positions in Å, forces in eV/Å.

Computed properties:
* charge: -1
* Kohn-Sham gap: 8.04 eV
* LUMO level: 3.939 eV
* HOMO level: -4.104 eV

***

C4H10NO3 | ωB97M-V/def2-TZVPD

The geometry in XYZ format:
```
18
Properties=species:S:1:pos:R:3:forces:R:3
O 1.066709 0.537150 -1.601662 0.1920 0.1306 0.2788
C 0.396992 -0.446042 -1.354350 -0.4233 -0.2794 -0.8076
O -0.367097 -1.021142 -2.327921 0.4732 0.2167 -0.0916
C 0.332648 -1.153623 -0.106632 0.2308 -0.6225 0.3902
C 1.058671 -0.656240 1.099788 0.0611 0.5789 0.0040
C 0.485996 0.664246 1.614056 -0.1378 -0.1664 -0.0492
O 2.451121 -0.494014 0.816678 0.0530 -0.3878 -0.0540
N -2.452241 1.075394 -0.245769 -0.3799 0.0651 0.5092
H -0.095080 -0.568446 -3.149925 -0.3254 -0.1467 0.2758
H -0.053528 -2.172319 -0.118156 -0.1411 0.3686 -0.0558
H 0.998339 -1.407976 1.882084 0.0032 -0.1071 0.0488
H -0.580463 0.590701 1.819849 -0.0948 -0.0192 -0.0091
H 0.992285 0.949124 2.533171 0.1236 0.0254 -0.0113
H 0.636193 1.430603 0.857247 0.0201 0.1150 0.0248
H 2.536419 -0.181200 -0.092090 -0.0077 0.2617 0.0708
H -1.604852 1.352234 -0.712957 0.0389 -0.0817 -0.2165
H -2.538183 0.070794 -0.182765 0.1926 -0.0033 -0.1809
H -3.263928 1.430756 -0.730647 0.1216 0.0520 -0.1265
```
Positions in Å, forces in eV/Å.

Computed properties:
* charge: 0
* spin multiplicity: 2
* Kohn-Sham gap (spin up / spin down): 10.38 / 8.39 eV
* LUMO level (spin up / spin down): 0.635 / -1.663 eV
* HOMO level (spin up / spin down): -9.743 / -10.050 eV
* <S²>: 0.756

***

The evaluated ΔE to the lowest compared entry with this formula, charge and spin for the records listed, in turn: 6.7; 13.0; 44.3; 14.7; 79.0; 34.8; 0.0 kcal/mol.
The evaluated total energy for the records listed, in turn: -9889.296; -20732.375; -11943.477; -11944.759; -11941.971; -11943.888; -11941.650 eV.